# 1
25
Properties=species:S:1:pos:R:3:forces:R:3 method="wB97M-V/def2-TZVPD" lumo_ev="0.2 / -1.3" orbital_gap_ev="9.3 / 5.0" de_lowest_kj_mol=343.8
C 0.248 1.768 -1.075 -1.75 -0.69 1.54
C 0.800 -0.564 -0.605 -1.82 -0.63 -0.98
C -1.491 0.137 -1.701 0.80 -2.37 0.88
C -2.965 0.415 1.218 -2.84 -1.19 0.01
C -0.252 -0.845 2.250 0.73 1.84 1.16
C -0.442 0.370 -0.633 1.18 1.99 -0.09
Si -1.148 0.415 1.124 1.87 1.04 0.61
P 5.014 -0.813 0.014 -0.20 -3.14 2.10
H -0.570 2.421 -1.463 0.97 -0.08 0.42
H 0.787 2.182 -0.202 -0.31 0.18 -0.62
H 0.949 1.515 -1.843 0.41 0.17 -0.70
H 0.624 -1.555 -0.158 0.11 0.06 -0.92
H 1.543 -0.146 -0.020 1.30 1.14 1.83
H 1.304 -0.485 -1.569 -0.36 -1.02 -0.44
H -2.102 -0.726 -1.493 -0.02 -0.86 -0.02
H -2.216 0.843 -1.914 -1.12 2.25 0.22
H -0.990 -0.016 -2.613 0.68 -0.46 -1.48
H -3.475 1.376 1.140 0.53 0.36 0.05
H -3.416 -0.114 0.318 0.47 0.12 1.06
H -3.439 -0.020 2.162 0.85 0.23 -1.20
H -0.733 -0.723 3.235 -0.30 -0.58 -0.38
H -0.475 -1.777 1.761 0.43 -0.91 0.42
H 0.849 -0.633 2.566 -1.76 -0.59 -1.37
H 6.348 -0.560 -0.146 1.12 0.24 -0.15
H 4.666 0.219 -0.680 -0.95 2.91 -1.95

# 2
12
Properties=species:S:1:pos:R:3:forces:R:3 method="wB97M-V/def2-TZVPD" lumo_ev=0.6 smiles="C=NC.C=O" orbital_gap_ev=10.4 de_lowest_kj_mol=281.3
O 4.934 0.166 -1.611 0.05 0.18 0.04
C 4.242 -0.540 -0.935 0.16 -0.02 -0.29
H 4.050 -1.579 -1.253 -0.16 -0.05 0.24
H 3.788 -0.175 0.003 -0.05 -0.11 0.02
C -2.535 -0.642 0.247 -0.32 -0.16 -0.43
C -1.778 1.465 0.804 1.73 -0.13 1.29
N -2.544 0.523 1.125 -0.41 -0.14 -0.49
H -1.513 -1.017 0.165 -0.07 -0.18 -0.09
H -3.198 -1.431 0.599 0.20 0.06 0.42
H -2.922 -0.431 -0.756 0.24 0.32 0.02
H -1.548 2.212 1.563 -0.75 0.49 -0.16
H -0.977 1.448 0.048 -0.62 -0.25 -0.56

# 3
19
Properties=species:S:1:pos:R:3:forces:R:3 method="wB97M-V/def2-TZVPD" lumo_ev="0.7 / -1.0" orbital_gap_ev="8.4 / 8.6" multiplicity=2 s2=0.75 de_lowest_kj_mol=56.4
O -1.697 -0.473 0.357 -0.67 4.50 0.32
C -1.800 0.242 1.476 -0.34 -0.06 0.59
C -0.407 0.508 2.055 0.01 0.46 -0.02
O 0.376 -0.654 1.763 -0.08 0.11 -0.27
C 0.668 -0.841 0.474 1.98 -1.28 0.86
O 1.388 0.125 -0.047 -0.74 0.49 -0.01
O 0.581 -1.981 -0.012 3.00 1.77 -0.16
C 1.692 0.085 -1.457 0.35 -0.26 -0.34
H -0.418 0.642 3.140 0.04 -0.13 -0.28
F -2.530 -0.470 2.485 0.24 0.15 -0.39
H -2.359 1.186 1.353 0.07 -0.22 -0.03
H 0.032 1.387 1.564 -0.05 -0.16 0.17
H 2.584 0.714 -1.552 -0.21 -0.16 0.07
H 1.951 -0.946 -1.725 -0.04 0.24 0.08
C 0.554 0.613 -2.300 -0.13 0.02 -0.09
H 0.886 0.661 -3.345 -0.08 0.00 0.24
H -0.319 -0.051 -2.253 0.17 0.24 0.06
H 0.266 1.624 -1.981 0.02 -0.28 -0.07
Hg -1.448 -2.371 0.005 -3.52 -5.42 -0.72

# 4
171
Properties=species:S:1:pos:R:3:forces:R:3 method="wB97M-V/def2-TZVPD" total_charge=-2 lumo_ev="3.2 / 3.2" orbital_gap_ev="5.2 / 5.2" multiplicity=11 s2=30.02
Fe 17.742 11.235 12.693 -0.83 -1.45 -0.19
Fe 14.984 10.656 10.776 0.87 2.13 2.13
O 16.607 12.059 11.399 -1.02 1.42 -1.27
C 16.211 13.379 11.774 1.88 0.14 1.86
C 16.083 13.328 13.347 -0.61 0.95 -1.69
O 17.186 12.629 13.794 0.30 -0.23 1.08
H 15.331 13.745 11.268 -0.41 -0.04 -0.28
H 17.092 14.119 11.638 -1.30 -1.04 -0.35
H 15.071 12.937 13.599 0.67 -0.31 0.18
H 16.128 14.365 13.709 -0.11 0.02 0.15
O 16.634 9.720 12.100 -0.29 -0.07 -0.14
C 16.416 8.784 13.141 -0.41 -0.76 -2.33
C 17.586 8.723 14.092 2.31 1.71 0.22
O 18.465 9.847 13.694 -0.16 -1.57 1.84
H 16.227 7.803 12.657 -0.01 0.17 0.33
H 15.492 9.122 13.558 -0.65 -0.19 1.15
H 18.258 7.810 14.138 -1.05 0.64 -0.52
H 17.216 8.869 15.121 0.22 0.07 -0.09
O 13.535 11.038 11.863 -0.17 0.33 0.10
C 12.517 12.015 12.017 0.57 0.33 0.29
C 12.184 12.904 10.794 0.18 -0.30 -0.66
O 11.276 13.907 11.148 1.50 -0.76 -0.23
H 12.764 12.724 12.851 0.10 -0.44 -0.29
H 11.583 11.511 12.313 0.07 0.06 -0.03
H 11.796 12.126 10.062 -0.20 0.58 0.04
H 13.181 13.196 10.236 -1.37 0.09 1.17
O 14.803 11.648 9.187 -0.94 0.30 -1.89
C 14.277 10.883 8.084 2.00 0.70 0.64
C 14.101 9.481 8.571 -0.67 -2.05 1.61
O 14.860 9.223 9.758 0.24 -2.06 -2.07
H 15.003 10.869 7.262 0.29 0.28 -0.03
H 13.351 11.224 7.627 -0.41 0.55 0.33
H 14.391 8.693 7.781 -0.91 0.99 1.01
H 13.068 9.421 9.017 0.23 -0.51 -1.34
C 16.332 19.957 14.795 1.66 -0.65 1.13
C 15.252 20.398 13.820 -2.84 -1.42 1.08
C 15.795 21.550 13.089 -1.28 1.81 -0.79
O 17.155 21.439 13.048 1.98 -0.71 0.77
C 17.583 20.747 14.255 -0.33 0.31 0.24
H 16.650 18.869 14.825 -0.88 1.02 -0.63
H 16.152 20.141 15.894 -0.13 0.40 -1.20
H 14.299 20.744 14.299 0.79 -0.48 0.07
H 14.878 19.603 13.138 0.73 0.23 0.34
H 15.453 22.535 13.544 0.43 -0.83 -0.36
H 15.428 21.495 12.068 -0.12 0.46 -0.30
H 17.953 21.523 14.965 -0.11 -0.66 -0.30
H 18.358 20.015 13.996 0.07 0.50 -0.01
C 18.861 11.850 17.670 -1.17 0.45 0.88
C 18.060 13.229 17.767 2.58 0.28 -0.22
C 18.694 14.085 16.621 0.05 -2.41 -0.18
O 19.922 13.427 16.229 -0.22 -0.20 0.93
C 19.800 11.966 16.503 0.62 3.53 0.66
H 18.134 11.039 17.472 0.52 0.20 0.52
H 19.437 11.727 18.621 -0.64 -0.29 -0.77
H 18.223 13.741 18.716 0.37 -0.23 0.20
H 17.013 13.146 17.721 -1.31 -0.39 -0.62
H 19.000 15.062 16.897 -0.14 1.09 0.27
H 18.024 14.038 15.772 -0.29 0.42 -0.32
H 20.821 11.726 16.752 0.22 -0.74 -0.20
H 19.450 11.640 15.581 -0.66 -1.69 -1.35
C 20.369 16.325 12.893 -3.32 1.26 0.47
C 18.974 15.550 13.057 0.52 1.29 1.69
C 18.121 16.756 13.497 -1.19 0.27 -0.27
O 18.877 17.498 14.467 1.50 -0.87 -1.20
C 20.293 17.173 14.172 0.16 0.47 0.91
H 20.335 17.028 12.032 -0.24 -0.62 0.25
H 21.168 15.674 12.736 1.53 -0.95 0.34
H 18.928 14.793 13.876 0.64 0.36 -0.68
H 18.651 15.107 12.153 -0.40 -0.32 -0.91
H 17.133 16.665 14.005 0.58 -0.83 -0.59
H 17.924 17.332 12.569 0.14 0.27 0.44
H 20.673 16.585 15.027 -0.05 0.33 -0.21
H 20.783 18.163 14.134 0.16 -0.59 -0.12
C 13.325 14.893 18.396 -1.60 2.91 -3.71
C 14.123 14.004 17.436 -0.21 -0.96 2.49
C 13.080 13.191 16.712 -0.78 -0.78 -0.27
O 11.834 13.318 17.452 0.77 -0.13 -0.15
C 11.857 14.655 17.891 0.89 0.48 -1.16
H 13.521 16.000 18.214 0.08 -1.21 0.31
H 13.437 14.727 19.408 0.23 -0.75 2.06
H 14.690 13.352 18.099 0.51 -0.13 -0.31
H 14.763 14.557 16.807 0.70 0.47 -0.83
H 13.261 12.099 16.662 0.12 0.76 -0.23
H 13.009 13.647 15.722 -0.51 -0.43 -0.21
H 11.149 14.850 18.636 -1.20 -0.23 1.40
H 11.507 15.282 17.026 0.99 -0.08 0.64
C 21.646 11.466 10.982 0.46 1.34 1.05
C 21.320 10.029 10.536 1.97 -0.13 0.53
C 19.834 9.917 10.697 -1.57 -1.11 -1.41
O 19.386 11.048 11.393 -0.40 1.47 1.07
C 20.436 11.930 11.809 -0.37 -0.11 -2.03
H 21.923 12.194 10.203 -0.43 -0.56 -0.10
H 22.448 11.549 11.722 0.43 -0.45 -0.38
H 21.882 9.264 11.187 -0.89 1.14 -0.92
H 21.685 9.918 9.508 -0.32 -0.29 0.19
H 19.573 8.944 11.202 -0.20 1.23 -0.35
H 19.235 10.090 9.760 0.87 -1.22 0.36
H 20.594 11.708 12.813 0.44 -0.04 2.03
H 20.093 12.984 11.690 0.32 -0.74 -0.11
C 17.095 20.825 9.488 -1.64 -0.39 -1.57
C 17.072 19.553 10.290 0.76 -1.34 0.18
C 18.254 18.742 9.616 -1.73 0.46 2.23
O 19.123 19.723 9.153 1.66 0.03 -0.67
C 18.583 21.003 9.214 -0.28 2.48 0.15
H 16.502 21.584 10.038 0.85 0.08 -0.57
H 16.568 20.611 8.500 0.53 0.48 1.06
H 16.165 18.940 10.182 0.08 0.50 0.29
H 17.260 19.846 11.334 0.04 -0.59 -0.18
H 17.773 18.189 8.832 0.23 -0.49 -0.77
H 18.754 18.044 10.327 -0.17 0.48 -0.55
H 18.813 21.608 8.298 -0.35 -0.93 0.25
H 19.034 21.666 9.992 0.01 -0.86 0.12
C 10.582 18.164 10.179 0.80 0.59 -0.48
C 10.694 19.686 10.598 0.47 -1.74 -0.05
C 12.150 19.957 10.280 1.02 2.01 -1.03
O 12.687 18.886 9.522 -0.06 0.75 0.79
C 12.070 17.756 10.111 -1.10 0.80 0.26
H 10.177 18.044 9.173 -0.17 0.27 0.02
H 9.987 17.561 10.825 -0.35 -0.41 0.64
H 10.576 19.865 11.653 -0.57 -0.22 0.48
H 10.038 20.336 10.040 -0.26 0.06 -0.15
H 12.819 20.179 11.139 -0.54 -0.38 -0.02
H 12.156 20.876 9.668 0.53 -0.31 -0.04
H 12.415 17.533 11.114 0.52 0.15 0.41
H 12.355 16.979 9.475 -0.13 -1.62 -0.76
C 11.869 14.389 6.970 0.92 0.16 0.20
C 10.912 13.214 6.698 -0.16 -1.07 1.07
C 9.567 13.769 7.272 -1.32 -1.55 -1.54
O 9.601 15.163 7.180 0.86 0.51 -0.49
C 10.945 15.478 7.583 0.21 -0.06 -1.61
H 12.272 14.690 5.974 -0.09 0.20 0.87
H 12.748 14.199 7.685 -1.35 -0.08 -1.08
H 11.223 12.263 7.192 -0.28 0.83 0.19
H 10.883 12.885 5.648 -0.27 0.74 0.09
H 9.354 13.437 8.285 0.55 -0.05 0.28
H 8.661 13.471 6.687 0.72 -0.07 0.16
H 10.899 15.454 8.635 0.70 -0.01 1.44
H 11.236 16.449 7.184 -0.31 0.21 0.23
C 8.129 13.554 14.915 -1.55 0.73 -0.23
C 8.525 12.596 13.868 0.65 -1.03 -1.55
C 7.194 12.403 13.071 0.57 -2.00 -0.55
O 6.158 12.978 13.826 0.28 -0.07 1.39
C 6.707 13.091 15.172 -1.32 0.35 -0.04
H 8.048 14.544 14.421 0.18 -0.25 0.66
H 8.729 13.579 15.787 0.77 0.12 0.81
H 8.964 11.667 14.236 -0.42 -0.11 0.25
H 9.308 13.001 13.237 0.10 0.14 -0.42
H 6.934 11.299 12.863 0.58 1.34 0.36
H 7.267 12.893 12.113 -0.10 0.25 -0.34
H 6.640 12.093 15.734 0.10 1.24 -0.67
H 6.076 13.877 15.631 0.28 -0.64 0.23
C 18.288 18.628 17.789 1.21 0.02 -0.76
Cl 18.720 20.281 18.410 -0.26 -0.89 -0.21
Cl 17.089 17.781 18.722 -0.14 0.00 0.28
H 17.948 18.725 16.770 -0.40 0.35 -0.11
H 19.204 18.019 17.677 -0.40 0.44 0.66
C 16.849 13.723 8.750 0.28 -0.85 -1.10
Cl 17.512 12.595 7.463 -0.01 0.91 0.22
Cl 17.739 15.217 9.017 0.23 0.16 -0.37
H 15.821 13.912 8.487 -0.09 0.07 0.07
H 16.974 13.113 9.601 -0.31 -0.44 0.98
C 7.700 15.302 9.642 -1.69 -0.31 1.48
Cl 7.112 16.942 10.183 0.41 0.16 -0.17
Cl 9.113 14.684 10.484 -0.35 0.23 -0.09
H 6.768 14.741 9.871 1.00 -0.17 -0.34
H 7.924 15.329 8.605 0.05 0.33 -0.78
C 11.851 15.523 13.501 0.84 -1.19 1.29
Cl 13.646 15.583 13.878 -0.91 0.32 0.14
Cl 10.780 16.328 14.663 0.25 0.58 -0.09
H 11.790 15.894 12.519 -0.55 0.33 -1.01
H 11.565 14.481 13.581 0.22 0.05 -0.56